Entry 1:
{
  "formula": "C39H64N7O3PSiTc",
  "method": "ωB97M-V/def2-TZVPD",
  "elements": ["Tc", "C", "N", "C", "C", "C", "N", "C", "C", "C", "C", "C", "C", "C", "O", "C", "C", "C", "N", "C", "C", "C", "C", "C", "C", "C", "O", "H", "H", "H", "H", "H", "H", "H", "H", "H", "H", "H", "H", "H", "H", "H", "H", "H", "H", "H", "H", "H", "H", "H", "H", "H", "N", "P", "N", "C", "C", "C", "C", "C", "N", "C", "C", "C", "C", "C", "N", "C", "C", "C", "C", "C", "H", "H", "H", "H", "H", "H", "H", "H", "H", "H", "H", "H", "H", "H", "H", "H", "H", "H", "H", "H", "H", "H", "H", "H", "H", "H", "H", "H", "H", "H", "C", "Si", "C", "C", "O", "H", "H", "H", "H", "H", "H", "H", "H", "H"],
  "xyz": [[-0.4643, 1.2855, -0.1155], [-3.6446, 3.2141, -1.0903], [-2.8648, 3.6630, 0.0591], [-2.5552, 5.0756, -0.1095], [-1.2938, 5.5931, 0.5919], [-0.0419, 4.6946, 0.4606], [-0.0772, 3.7624, -0.6503], [0.6122, 4.0518, -1.6794], [0.7704, 3.2573, -2.8813], [1.4841, 3.8379, -3.9380], [1.6973, 3.1814, -5.1291], [1.1850, 1.8921, -5.2806], [0.4894, 1.2898, -4.2589], [0.2750, 1.9343, -3.0204], [-0.3656, 1.2840, -2.0896], [-3.5059, 3.3448, 1.3254], [-2.5462, 3.1222, 2.5051], [-1.8526, 1.7505, 2.5954], [-0.5586, 1.6433, 1.8974], [0.4887, 1.7422, 2.6473], [1.8619, 1.7735, 2.2581], [2.8296, 1.8273, 3.2827], [4.1640, 1.9818, 3.0154], [4.5824, 2.1021, 1.6820], [3.6745, 2.0439, 0.6562], [2.2893, 1.8687, 0.8996], [1.4855, 1.8486, -0.1055], [-4.6095, 3.7409, -1.1747], [-3.8142, 2.1483, -1.0148], [-3.0726, 3.3928, -2.0029], [-3.4070, 5.6926, 0.2219], [-2.4334, 5.2534, -1.1780], [-1.4975, 5.7690, 1.6502], [-1.0711, 6.5689, 0.1548], [0.0814, 4.1041, 1.3695], [0.8366, 5.3459, 0.3793], [1.1748, 4.9962, -1.6954], [1.8745, 4.8417, -3.8065], [2.2456, 3.6567, -5.9310], [1.3435, 1.3578, -6.2097], [0.0948, 0.2860, -4.3624], [-4.0943, 2.4369, 1.1867], [-4.2060, 4.1478, 1.6143], [-3.1487, 3.2248, 3.4116], [-1.7852, 3.9019, 2.5343], [-2.5124, 0.9928, 2.1912], [-1.6755, 1.5426, 3.6544], [0.3221, 1.8418, 3.7208], [2.4943, 1.7437, 4.3114], [4.8807, 2.0230, 3.8243], [5.6341, 2.2368, 1.4614], [3.9810, 2.1261, -0.3797], [0.1870, -0.4711, 0.2570], [0.6960, -1.9168, 0.1557], [2.3815, -2.1112, 0.2764], [3.0839, -1.2874, -0.7160], [4.4823, -1.8498, -0.9727], [5.0935, -2.3857, 0.3335], [4.4740, -1.6613, 1.5253], [2.9881, -2.0143, 1.6170], [0.3408, -2.6286, -1.3068], [0.1970, -4.0536, -1.5395], [1.1147, -4.4949, -2.6778], [0.7890, -3.7011, -3.9437], [0.8721, -2.1974, -3.6698], [-0.0040, -1.8217, -2.4749], [0.0721, -2.8744, 1.3838], [-0.8016, -2.2538, 2.3816], [-1.9427, -3.2017, 2.7430], [-1.3888, -4.5400, 3.2338], [-0.4512, -5.1242, 2.1768], [0.6561, -4.1163, 1.8755], [3.1434, -0.2466, -0.3773], [2.4999, -1.2789, -1.6346], [5.1048, -1.0529, -1.3873], [4.4372, -2.6495, -1.7156], [6.1774, -2.2612, 0.3275], [4.8856, -3.4548, 0.4277], [4.6081, -0.5849, 1.4166], [4.9570, -1.9591, 2.4577], [2.4640, -1.2825, 2.2483], [2.9110, -2.9935, 2.0919], [-0.8459, -4.2686, -1.8130], [0.4225, -4.6024, -0.6283], [0.9971, -5.5666, -2.8572], [2.1512, -4.3065, -2.3823], [-0.2229, -3.9539, -4.2774], [1.4795, -3.9747, -4.7446], [0.5475, -1.6370, -4.5503], [1.9138, -1.9295, -3.4723], [-1.0515, -2.0067, -2.7470], [0.0868, -0.7671, -2.2156], [-1.1802, -1.3215, 1.9690], [-0.2242, -2.0233, 3.2922], [-2.5580, -3.3654, 1.8550], [-2.5690, -2.7435, 3.5132], [-2.2019, -5.2353, 3.4522], [-0.8320, -4.3823, 4.1639], [-1.0187, -5.3195, 1.2626], [-0.0125, -6.0629, 2.5230], [1.3650, -4.5078, 1.1462], [1.2037, -3.9304, 2.8104], [-4.4608, -0.3745, 1.7606], [-3.5887, -0.4899, 0.0634], [-4.8963, -0.0942, -1.2550], [-3.1798, -2.3352, -0.1063], [-2.3672, 0.5352, -0.0562], [-5.2602, -1.1179, 1.8126], [-4.9147, 0.6048, 1.9389], [-3.7756, -0.5823, 2.5871], [-5.6716, -0.8642, -1.2786], [-4.4356, -0.0547, -2.2456], [-5.3835, 0.8669, -1.0752], [-3.8542, -2.9388, 0.5064], [-2.1569, -2.5387, 0.2132], [-3.2879, -2.6812, -1.1367]],
  "e_lumo_ev": [0.1047, -0.4112],
  "s_squared": 3.767,
  "energy_ev": -77424.4630,
  "orbital_gap_ev": [7.478, 7.328],
  "spin_multiplicity": 4
}

Entry 2:
{
  "formula": "C39H66Br2ClF8N2O13P",
  "method": "ωB97M-V/def2-TZVPD",
  "elements": ["C", "C", "O", "N", "C", "C", "C", "C", "C", "C", "O", "C", "C", "O", "C", "F", "F", "F", "C", "C", "O", "Cl", "C", "O", "C", "C", "C", "C", "C", "F", "F", "C", "F", "F", "F", "P", "N", "C", "Br", "C", "C", "Br", "H", "H", "H", "H", "H", "H", "H", "H", "H", "H", "H", "H", "H", "H", "H", "H", "H", "H", "H", "H", "H", "H", "H", "H", "H", "H", "H", "H", "H", "H", "H", "H", "H", "H", "O", "C", "O", "C", "C", "C", "H", "H", "H", "H", "H", "H", "H", "H", "O", "C", "O", "C", "C", "C", "H", "H", "H", "H", "H", "H", "H", "H", "O", "C", "O", "C", "C", "C", "H", "H", "H", "H", "H", "H", "H", "H", "O", "C", "O", "C", "C", "C", "H", "H", "H", "H", "H", "H", "H", "H"],
  "xyz": [[-2.7729, 1.4290, 1.4398], [-3.6189, 1.4955, 0.0657], [-4.7257, 2.0728, 0.0225], [-2.9814, 0.8139, -1.1115], [-3.1569, 1.8314, -2.2234], [-3.7378, -0.4472, -1.4093], [-2.8354, -1.7648, -1.4523], [-2.5822, -2.4247, 0.0178], [-2.5954, -4.0245, 0.0003], [-1.4904, -4.6932, 0.9840], [-0.2350, -4.0648, 0.6962], [0.7931, -4.2981, 1.6689], [0.4305, -3.3700, 2.9613], [-0.4511, -2.2541, 2.6412], [-1.2041, -1.9796, 3.8160], [-1.8111, -0.7011, 3.7647], [-2.2898, -2.8935, 3.9773], [-0.3805, -1.9409, 4.9835], [0.8801, -5.7845, 2.2253], [0.9471, -6.9435, 1.1385], [0.5979, -6.8852, -0.0430], [1.6771, -8.5457, 1.7243], [2.1646, -3.7284, 0.9825], [2.0110, -2.3178, 1.0313], [3.1813, -1.5102, 1.0555], [4.1776, -1.6042, -0.1969], [4.9254, -0.1618, -0.3344], [5.5352, 0.0574, -1.8216], [4.5762, 0.9758, -2.6995], [3.2280, 0.5530, -2.5518], [4.9139, 0.7790, -4.0833], [4.6708, 2.5399, -2.3809], [5.9553, 2.9948, -2.0477], [3.7647, 2.8450, -1.3405], [4.2368, 3.3028, -3.5054], [3.7261, -4.3344, 1.9594], [3.7906, -3.7142, 3.4443], [2.4099, -4.3555, -0.4920], [3.6637, -5.9129, -0.7342], [1.8469, -3.8804, -1.6918], [0.8914, -2.6236, -1.7571], [2.2607, -4.7764, -3.4367], [-2.9417, 0.3610, 1.8320], [-3.1545, 2.1666, 2.2217], [-1.6612, 1.6062, 1.2783], [-2.4194, 1.6873, -3.0753], [-2.9274, 2.8679, -1.7666], [-4.2495, 1.8987, -2.5659], [-4.6191, -0.4993, -0.6842], [-4.1954, -0.3074, -2.4613], [-1.8296, -1.4677, -1.9254], [-3.3174, -2.5150, -2.1692], [-1.6200, -1.9546, 0.4009], [-3.4281, -1.9924, 0.6745], [-2.5272, -4.4474, -1.0543], [-3.6247, -4.3450, 0.4148], [-1.8870, -4.5155, 2.0488], [-1.5457, -5.8146, 0.7980], [1.3506, -2.9501, 3.4801], [-0.1017, -4.0539, 3.7009], [1.7350, -5.9771, 2.9759], [-0.0605, -6.0161, 2.8590], [2.8006, -0.4165, 1.0283], [3.7946, -1.5346, 2.0366], [3.5866, -1.7142, -1.1804], [5.0142, -2.3662, -0.0982], [4.2581, 0.7136, -0.0498], [5.8467, -0.2111, 0.3577], [5.7444, -0.9217, -2.3660], [6.5499, 0.5958, -1.7313], [4.9440, -3.9819, 1.3028], [3.6914, -5.7724, 2.1549], [3.7553, -4.4694, 4.1586], [0.8131, -2.3256, -2.8715], [1.3076, -1.6783, -1.2466], [-0.1973, -2.8337, -1.4475], [-1.3562, 3.8801, 2.7283], [-0.5063, 4.3106, 1.9831], [0.4821, 3.5026, 1.5542], [1.4291, 3.8543, 0.5352], [2.5837, 4.6464, 1.1152], [-0.4845, 5.7625, 1.5974], [0.9374, 4.3701, -0.2931], [1.8073, 2.9122, 0.1322], [2.2483, 5.5904, 1.5490], [3.3255, 4.8652, 0.3440], [3.0658, 4.0835, 1.9185], [-0.0143, 6.3386, 2.3963], [-1.5143, 6.1005, 1.4663], [0.0233, 5.9621, 0.6558], [-3.3842, 6.8330, -1.0239], [-2.6053, 7.4850, -1.6786], [-1.4069, 7.8178, -1.1628], [-0.3431, 8.4273, -1.9092], [-0.5192, 9.9308, -1.9787], [-2.9916, 8.0089, -3.0332], [-0.2455, 7.9678, -2.8958], [0.5785, 8.1992, -1.3687], [-1.4409, 10.2062, -2.4947], [0.3205, 10.3925, -2.5027], [-0.5823, 10.3533, -0.9729], [-3.5832, 8.9175, -2.9108], [-3.5945, 7.2509, -3.5367], [-2.1453, 8.2100, -3.6874], [-4.4268, 1.6396, -4.7555], [-4.0945, 2.3302, -5.6919], [-4.9316, 2.5036, -6.7307], [-4.7137, 3.4382, -7.7977], [-3.8141, 2.8464, -8.8642], [-2.7170, 2.9285, -5.7543], [-4.3414, 4.3905, -7.4124], [-5.6958, 3.6420, -8.2298], [-2.8242, 2.6074, -8.4708], [-3.6953, 3.5431, -9.6969], [-4.2369, 1.9129, -9.2433], [-2.0148, 2.1753, -6.1158], [-2.4289, 3.2366, -4.7474], [-2.6495, 3.8186, -6.3767], [2.5667, -5.2389, 5.0710], [1.9269, -5.4311, 6.0856], [1.9395, -6.6405, 6.6673], [1.3711, -6.9251, 7.9555], [-0.1148, -7.2013, 7.8453], [1.0465, -4.3549, 6.6516], [1.6007, -6.1291, 8.6676], [1.8765, -7.8218, 8.3202], [-0.6596, -6.3355, 7.4639], [-0.5294, -7.4679, 8.8197], [-0.2984, -8.0222, 7.1477], [0.1003, -4.3426, 6.1087], [1.5491, -3.3944, 6.5217], [0.8539, -4.4570, 7.7175]],
  "e_lumo_ev": 0.1618,
  "smiles": "CC(=O)N(C)CCCCCO[C@@](COC(F)(F)F)(CC(=O)Cl)[C@@](OCCCCC(F)(F)C(F)(F)F)([PH2]=N)/C(Br)=C(\\C)Br.CCOC(C)=O.CCOC(C)=O.CCOC(C)=O.CCOC(C)=O",
  "energy_ev": -254739.2161,
  "orbital_gap_ev": 8.104
}

| no. | strongest force on any atom (eV/Å) |
| --- | --- |
| 1 | 1.5 |
| 2 | 4.7 |